Version a
15
Properties=species:S:1:pos:R:3 method="wB97M-V/def2-TZVPD" homo_lumo_gap_ev=11.1284 total_charge=+1 homo_energy_ha=-0.539
C -0.25508 -1.12470 -0.50741
C 0.26408 0.26044 -0.95982
N 0.63433 0.87286 0.34859
C 0.02814 0.07257 1.46331
N -0.87064 -0.83566 0.79996
N 0.89802 2.19305 0.46178
O 1.95218 1.25936 0.59260
H -1.02712 -1.50414 -1.11979
H 0.57847 -1.91948 -0.39042
H 1.10170 0.23009 -1.59533
H -0.51986 0.75064 -1.49273
H -0.43403 0.81644 2.21445
H 0.60873 -0.43546 2.10154
H -1.87056 -0.48353 0.52686
H 0.98554 2.68125 -0.34800

=====

Version b
15
Properties=species:S:1:pos:R:3 method="wB97M-V/def2-TZVPD" homo_lumo_gap_ev=8.3649 total_charge=+1 homo_energy_ha=-0.483
C -0.65261 0.51024 0.08854
C -1.91080 0.57750 -0.21849
C -0.09826 -0.86454 0.31215
N 2.04966 0.85509 -0.40496
N -3.13885 0.26033 -0.08726
N 1.87952 -0.53906 0.11754
O -0.30591 -1.79207 -0.46612
H -0.00795 1.37315 0.17009
H -0.11252 -1.08864 1.44740
H 2.22891 0.80822 -1.43811
H -3.39177 0.26293 0.89351
H -3.95160 0.22911 -0.68014
H 2.38184 -0.76474 1.03343
H 2.10619 -1.10518 -0.72324
H 2.92416 1.27767 -0.04435

=====

Energy relative to the most stable one, in kJ/mol: version a 178.7; version b 0.0